# 1
Molecular formula: C5H6O3Sn
Method: DFT, ωB97M-V with the def2-TZVPD basis set

The geometry in XYZ format:
```
15
Properties=species:S:1:pos:R:3:forces:R:3
O -2.801 -0.519 -0.308 2.26 -0.92 1.22
C -1.614 -0.313 -0.466 0.16 0.06 -0.14
O -0.672 -0.896 0.248 0.34 -0.31 0.38
O -1.122 0.511 -1.370 -0.10 0.30 -0.42
C 0.301 0.617 -1.210 0.10 0.09 -0.15
C 0.640 -0.560 -0.282 -0.14 0.36 -0.31
C 1.592 -0.227 0.820 0.06 0.50 0.09
C 1.203 0.307 1.979 0.14 -1.87 0.48
Sn -4.478 0.195 -1.245 -2.30 0.94 -1.22
H 0.525 1.591 -0.758 -0.06 -0.28 -0.08
H 0.775 0.537 -2.192 -0.17 0.06 0.18
H 0.987 -1.432 -0.850 -0.08 0.19 0.17
H 2.654 -0.390 0.610 -0.40 -0.39 0.21
H 1.861 0.068 2.833 -0.17 1.31 -0.38
H 0.150 0.511 2.190 0.36 -0.03 -0.04
```
Forces are in eV/Å.

Computed properties:
Net charge ... 0
Strongest force on any atom ... 2.8 eV Å⁻¹
Multiplicity ... 1
LUMO (alpha / beta) ... 0.291 / 0.289 eV

Atom charges from the Mulliken analysis, given in e for atoms 1 to 8: -0.60 0.78 -0.38 -0.24 -0.45 0.30 -0.48 -0.69

# 2
Molecular formula: C18H29ClI2IrNP2S
Method: DFT, ωB97M-V with the def2-TZVPD basis set

The geometry in XYZ format:
```
55
Properties=species:S:1:pos:R:3:forces:R:3
I -0.859 -0.867 -4.634 -4.73 2.52 -2.09
I 1.098 -2.213 -3.898 4.32 -3.49 1.30
Ir -0.064 1.825 -0.351 -0.94 3.46 1.26
P 1.270 2.396 -2.041 1.04 1.62 -2.50
C 1.661 0.984 -3.076 -0.77 -0.54 -0.10
C 0.292 3.382 -3.259 0.05 -0.33 0.11
H 0.718 3.229 -4.258 -0.04 0.14 0.19
H 3.324 3.397 -2.762 -0.16 0.04 0.17
H 0.314 4.442 -2.982 -0.07 -0.37 -0.25
H 2.522 4.364 -1.461 0.18 -0.35 -0.08
H 0.635 0.615 -3.307 0.96 0.18 0.36
H -0.748 3.017 -3.249 0.28 0.28 -0.07
C 2.791 3.355 -1.804 -0.12 -0.27 0.51
H 2.107 1.240 -4.038 0.29 0.17 0.14
H 3.416 2.846 -1.060 0.00 0.28 -0.15
H 2.229 0.212 -2.553 0.00 0.02 -0.08
P -0.471 2.478 1.838 -0.87 1.22 2.48
C -0.932 1.212 3.069 0.16 -0.54 -0.62
C 0.898 3.340 2.687 0.12 -0.28 -0.39
H -1.679 4.618 1.624 -0.12 -0.37 0.20
H -2.203 3.679 3.055 0.15 -0.14 -0.17
H -2.746 3.199 1.421 0.10 0.19 0.17
C -1.911 3.615 1.999 0.03 -0.10 -0.30
H 1.082 4.320 2.239 0.02 -0.19 0.02
H 0.611 3.462 3.740 0.01 -0.02 -0.30
H -0.848 1.670 4.060 -0.08 -0.13 -0.20
H -0.252 0.351 2.989 -0.26 0.19 0.21
H 1.796 2.717 2.631 -0.04 0.22 0.08
H -1.973 0.900 2.889 0.33 0.00 0.14
Cl -0.264 4.209 -0.443 0.53 -1.12 -0.20
N -0.712 0.069 -0.181 -0.74 -3.59 -0.34
S -0.017 -1.427 -0.623 0.05 0.01 1.28
C 0.857 -2.032 0.807 0.65 -0.33 0.05
C 0.217 -2.233 2.034 0.28 0.06 0.08
C 0.951 -2.763 3.102 -0.55 0.30 -0.35
C 2.271 -3.172 2.909 -0.04 -0.03 0.02
C 2.882 -3.024 1.669 -0.05 0.26 -0.48
C 2.193 -2.417 0.614 -0.36 0.10 -0.06
C -1.354 -2.630 -0.690 -0.64 -0.14 -0.71
C -2.478 -2.262 -1.444 0.47 0.30 -0.20
C -3.482 -3.186 -1.683 -0.23 -0.15 0.07
C -3.414 -4.465 -1.118 0.21 -0.03 0.04
C -2.282 -4.847 -0.386 -0.21 0.36 -0.25
C -1.222 -3.951 -0.230 0.34 0.41 0.23
H -1.623 -0.111 0.261 0.36 0.16 0.04
H -0.837 -1.992 2.125 0.08 -0.02 0.23
H 0.467 -2.857 4.076 0.18 -0.11 -0.30
H 2.816 -3.629 3.734 -0.09 0.13 -0.19
H 3.898 -3.364 1.499 -0.10 0.05 0.13
H 2.650 -2.254 -0.368 0.05 -0.16 0.43
H -2.515 -1.261 -1.888 -0.25 -0.27 0.26
H -4.327 -2.902 -2.308 0.11 -0.09 0.22
H -4.229 -5.179 -1.275 0.31 0.31 0.08
H -2.229 -5.839 0.062 0.10 0.25 -0.23
H -0.294 -4.265 0.241 -0.29 -0.03 0.11
```
Forces are in eV/Å.

Computed properties:
Net charge ... +3
Strongest force on any atom ... 5.8 eV Å⁻¹
Expectation value of S² ... 8.77
Multiplicity ... 6
LUMO (alpha / beta) ... -8.900 / -13.407 eV

Atom charges from the Mulliken analysis, given in e for atoms 1 to 8: 0.42 0.50 0.52 0.64 -0.74 -1.33 0.42 0.44

# 3
Molecular formula: C38H40AsNO4STi
Method: DFT, ωB97M-V with the def2-TZVPD basis set

The geometry in XYZ format:
```
86
Properties=species:S:1:pos:R:3:forces:R:3
Ti -0.042 0.027 0.644 -0.03 0.91 -0.38
C 1.220 2.808 1.534 -0.18 0.09 0.08
C 2.382 1.922 1.203 0.07 -0.14 -0.16
O 1.919 0.973 0.212 -0.08 -0.03 0.03
C 2.238 1.267 -1.166 0.14 0.05 0.14
C 1.532 0.205 -1.961 -0.23 -0.10 -0.03
O 0.157 0.119 -1.469 -0.07 0.09 0.04
C -0.769 1.011 -2.164 0.22 -0.12 -0.06
C -2.035 1.034 -1.356 -0.09 0.04 0.22
O -1.669 1.284 0.023 -0.03 0.06 -0.12
C -1.799 2.633 0.520 -0.10 -0.15 -0.15
C -1.182 2.583 1.891 0.17 0.06 0.13
O 0.103 1.910 1.796 -0.09 -0.23 -0.08
H 0.946 3.463 0.704 0.04 0.02 -0.02
H 1.410 3.410 2.422 0.00 0.00 0.01
H 2.701 1.334 2.061 0.02 0.01 0.02
H 3.234 2.485 0.825 -0.01 0.02 -0.01
H 3.316 1.199 -1.315 0.01 0.03 0.00
H 1.903 2.279 -1.405 -0.01 0.00 -0.04
H 1.975 -0.775 -1.794 0.00 0.00 0.01
H 1.521 0.423 -3.028 0.02 0.00 -0.01
H -0.944 0.626 -3.168 0.01 -0.01 -0.02
H -0.306 1.998 -2.231 -0.04 0.04 -0.01
H -2.535 0.068 -1.361 0.00 -0.01 -0.01
H -2.729 1.796 -1.709 0.01 0.02 -0.02
H -2.854 2.901 0.580 0.00 0.01 -0.01
H -1.286 3.320 -0.157 0.01 0.04 0.02
H -1.788 1.987 2.572 -0.01 -0.01 -0.01
H -1.049 3.578 2.313 0.00 0.00 0.03
C -0.157 -5.410 3.856 0.01 0.00 0.03
C -0.235 -5.359 2.471 0.01 0.04 -0.06
C 0.313 -4.282 1.783 -0.11 -0.05 0.07
C 0.935 -3.258 2.490 -0.05 0.05 0.05
C 1.018 -3.307 3.876 -0.02 -0.11 0.02
C 0.473 -4.389 4.557 0.00 0.01 -0.02
As 1.651 -1.745 1.532 0.39 -0.61 0.22
C 3.207 -1.202 2.504 -0.14 0.06 -0.01
C 3.270 -0.520 3.710 0.09 -0.01 0.04
C 4.514 -0.254 4.266 0.02 0.00 -0.02
C 5.668 -0.668 3.607 -0.04 -0.01 -0.02
C 5.595 -1.344 2.396 0.05 0.03 0.00
C 4.356 -1.616 1.827 0.12 -0.05 -0.10
C 4.126 -2.337 0.550 0.13 0.06 0.05
C 5.115 -2.851 -0.280 0.05 -0.01 0.00
C 4.764 -3.529 -1.439 -0.04 -0.01 0.00
C 3.428 -3.703 -1.787 0.05 0.01 0.02
C 2.429 -3.190 -0.969 0.03 -0.01 -0.03
C 2.789 -2.514 0.187 -0.10 0.07 0.03
H -0.566 -6.258 4.388 0.00 0.01 -0.01
H -0.701 -6.168 1.923 0.01 0.00 0.00
H 0.283 -4.280 0.699 0.03 0.00 -0.01
H 1.525 -2.531 4.433 0.02 0.02 0.00
H 0.557 -4.444 5.634 0.00 0.00 -0.01
H 2.369 -0.206 4.227 -0.02 -0.01 0.01
H 4.588 0.266 5.212 0.01 -0.01 0.00
H 6.636 -0.467 4.046 -0.01 0.00 0.00
H 6.507 -1.660 1.907 -0.01 0.01 0.01
H 6.161 -2.739 -0.024 -0.01 0.00 -0.01
H 5.540 -3.934 -2.074 -0.01 0.00 0.00
H 3.168 -4.246 -2.685 0.00 0.00 0.00
H 1.389 -3.339 -1.241 -0.01 0.01 0.00
N -1.318 -1.475 0.738 -0.21 -0.13 -0.02
S -2.566 -1.971 1.701 0.12 -0.29 -0.20
C -2.058 -1.670 3.356 0.04 0.03 0.07
C -1.137 -0.680 3.664 0.04 -0.01 0.06
C -0.814 -0.426 4.983 -0.01 -0.04 0.02
C -1.417 -1.177 5.988 0.00 0.01 0.02
C -2.324 -2.178 5.673 -0.02 -0.01 -0.04
C -2.654 -2.436 4.345 0.04 0.01 0.10
C -3.860 -0.799 1.431 -0.02 0.10 0.01
C -4.609 -1.014 0.277 -0.05 0.06 0.03
C -5.646 -0.143 -0.016 0.00 0.03 0.02
C -5.934 0.907 0.850 0.00 -0.02 0.00
C -5.195 1.089 2.013 0.01 0.00 0.00
C -4.144 0.232 2.317 -0.09 0.05 -0.07
H -1.054 -2.284 0.176 0.01 -0.06 0.09
H -0.640 -0.112 2.883 -0.05 0.10 0.10
H -0.101 0.349 5.235 0.00 -0.01 0.00
H -1.170 -0.982 7.023 -0.01 -0.01 -0.01
H -2.778 -2.766 6.459 0.00 0.00 -0.01
H -3.359 -3.219 4.096 0.01 0.01 -0.01
H -4.407 -1.860 -0.370 0.01 0.00 0.02
H -6.250 -0.304 -0.899 -0.01 0.01 0.01
H -6.764 1.568 0.633 0.00 0.00 0.00
H -5.455 1.882 2.703 -0.01 0.00 -0.01
H -3.597 0.348 3.244 -0.01 -0.02 -0.02
```
Forces are in eV/Å.

Computed properties:
Net charge ... +3
Strongest force on any atom ... 1.0 eV Å⁻¹
ΔE to the lowest compared entry with this formula, charge and spin ... 3.1 kcal per mole
Expectation value of S² ... 0.75
Multiplicity ... 2
LUMO (alpha / beta) ... -8.916 / -8.516 eV

Atom charges from the Mulliken analysis, given in e for atoms 1 to 8: -0.31 -0.74 -0.36 0.28 -0.71 -0.39 -0.08 -0.78